1.
Density functional theory data (ωB97M-V/def2-TZVPD) for one molecule with the formula C4H10N4 at a distorted geometry.

Properties
gap between HOMO and LUMO	9.83	eV
strongest force on any atom	5.9	eV/A
multiplicity	1
SMILES string	[H]/N=C/NN1CC(N)C1
net charge	0

Cartesian coordinates (Å):
H 3.091 -1.645 -0.231
N 2.192 -0.993 0.253
C 2.551 0.290 0.013
N 1.479 1.236 0.090
N 0.123 0.697 -0.005
C -0.527 -0.088 1.187
C -1.532 -0.550 0.125
N -2.797 0.405 0.087
C -0.420 -0.398 -0.867
H 3.499 0.658 -0.430
H 1.471 2.321 0.006
H -0.833 0.638 2.052
H -0.155 -1.118 1.591
H -1.931 -1.525 0.185
H -2.432 1.397 -0.515
H -3.462 0.055 -0.688
H -0.531 -0.118 -1.879
H 0.211 -1.261 -0.974

Results of the Mulliken charge analysis, in e, for atoms 1 through 6: 0.222 -0.583 -0.075 -0.342 -0.091 -0.525

***

2.
Density functional theory data (ωB97M-V/def2-TZVPD) for C4H10N4 as an isolated structure at a distorted geometry.

Properties
gap between HOMO and LUMO	9.03	eV
strongest force on any atom	3.9	eV/A
multiplicity	1
net charge	0

Cartesian coordinates (Å):
C -0.685 -1.318 0.278
C -1.540 1.250 0.315
C 1.023 -0.144 -0.065
C -0.666 0.142 -0.152
N 1.557 -0.218 1.242
N 1.848 0.556 -0.934
N 0.444 -1.318 -0.713
N -0.689 -0.269 -1.576
H 1.020 -0.568 2.022
H 2.552 -0.396 1.325
H 1.476 0.675 -1.872
H 2.557 1.186 -0.590
H -1.582 -0.684 -1.881
H -0.444 -1.609 1.304
H -1.550 -1.912 -0.034
H -2.580 0.918 0.415
H -1.519 2.092 -0.382
H -1.222 1.617 1.296

Results of the Mulliken charge analysis, in e, for atoms 1 through 6: -0.545 -1.544 0.882 0.743 -0.482 -0.523

***

3.
Density functional theory data (ωB97M-V/def2-TZVPD) for one molecule with the formula C4H10N4 at a distorted geometry.

Properties
gap between HOMO and LUMO	8.78	eV
strongest force on any atom	5.9	eV/A
multiplicity	1
SMILES string	CN/N=C/C(C)=N\N
net charge	0

Cartesian coordinates (Å):
C 1.115 1.018 -2.917
N -0.083 0.406 -2.142
N 0.294 0.101 -0.766
C -0.627 0.050 0.202
C -0.063 -0.540 1.383
C 0.850 -1.741 1.191
N -0.641 -0.405 2.520
N -1.714 0.437 2.655
H 0.433 1.635 -3.710
H 1.712 1.761 -2.426
H 1.678 0.173 -3.371
H -1.019 0.992 -2.178
H -1.600 0.413 0.263
H 1.690 -1.618 0.483
H 1.336 -2.033 2.254
H 0.129 -2.636 0.798
H -1.583 1.351 2.176
H -1.907 0.636 3.585

Results of the Mulliken charge analysis, in e, for atoms 1 through 6: -0.632 -0.374 -0.161 -0.370 0.499 -0.872

***

4.
Density functional theory data (ωB97M-V/def2-TZVPD) for C4H10N4 as an isolated structure at a distorted geometry.

Properties
gap between HOMO and LUMO	9.10	eV
strongest force on any atom	6.9	eV/A
multiplicity	1
net charge	0

Cartesian coordinates (Å):
C -0.873 -0.969 -1.006
C -1.159 -0.881 0.617
C 0.287 -1.077 -0.027
C 0.721 2.497 0.855
H -0.227 -2.680 -0.846
H -2.095 -2.418 -1.700
H -0.854 0.024 -1.513
H -1.658 -1.782 0.899
H -1.135 0.236 0.975
H 1.057 -1.845 0.274
H 1.885 0.252 -0.602
H 0.267 1.629 -1.155
H -0.315 3.353 0.890
H 2.230 1.629 1.895
N -1.139 -2.188 -1.494
N 1.036 0.274 0.102
N 0.250 1.450 0.014
N 1.722 2.494 1.820

Results of the Mulliken charge analysis, in e, for atoms 1 through 6: -0.072 -0.608 -0.304 0.107 0.382 0.227

***

5.
Density functional theory data (ωB97M-V/def2-TZVPD) for a 2-piece molecular cluster, C4H10N4 overall at a distorted geometry.

Properties
gap between HOMO and LUMO (alpha / beta)	10.80 / 6.40	eV
strongest force on any atom	5.0	eV/A
multiplicity	3
net charge	+2

Cartesian coordinates (Å):
C 0.226 -2.387 -0.872
C -0.269 -0.228 -0.848
C 1.475 -0.190 1.065
C -1.075 -0.225 1.289
N 0.442 -2.043 0.303
N -0.344 -1.277 -1.572
N -1.161 2.549 -1.819
N 0.119 -0.633 0.495
H 0.578 -3.265 -1.299
H 2.233 -0.323 0.381
H 1.426 0.945 1.364
H 1.685 -0.700 1.962
H -1.824 -0.090 0.592
H -1.431 -1.010 2.001
H -0.841 0.740 1.959
H -0.769 -1.490 -2.465
H -1.990 3.039 -2.435
H -0.506 3.248 -1.704

Results of the Mulliken charge analysis, in e, for atoms 1 through 6: -0.055 0.058 -0.721 -0.583 -0.580 0.027

***

6.
Density functional theory data (ωB97M-V/def2-TZVPD) for a 2-piece molecular cluster, C4H10N4O overall at a distorted geometry.

Properties
gap between HOMO and LUMO	9.60	eV
strongest force on any atom	4.1	eV/A
multiplicity	1
SMILES string	N#C[C@@]1(N)[C@H](N)[C@@H]1N.O
net charge	0

Cartesian coordinates (Å):
N 2.312 -1.498 -0.042
C 1.444 -0.702 -0.122
C 0.119 -0.094 -0.176
N 0.019 1.254 -0.617
C -1.057 -1.013 -0.522
N -2.039 -0.515 -1.435
C -0.922 -0.543 0.890
N -1.851 0.376 1.446
H 0.469 1.920 0.000
H 0.304 1.385 -1.586
H -0.786 -2.057 -0.692
H -2.969 -0.840 -1.187
H -2.051 0.502 -1.443
H -0.553 -1.279 1.605
H -1.474 0.839 2.268
H -2.117 1.097 0.782
O 3.793 0.623 0.564
H 3.852 -0.443 0.547
H 3.508 0.989 -0.280

Results of the Mulliken charge analysis, in e, for atoms 1 through 6: -0.645 -0.088 0.892 -0.558 -0.387 -0.630

***

7.
Density functional theory data (ωB97M-V/def2-TZVPD) for one molecule with the formula C4H10N4Si at a distorted geometry.

Properties
gap between HOMO and LUMO	10.25	eV
strongest force on any atom	4.5	eV/A
multiplicity	1
SMILES string	C[Si](C)(C)n1ncnn1
net charge	0

Cartesian coordinates (Å):
C -1.201 1.434 1.372
Si -0.755 0.118 0.046
C -1.130 -1.620 0.714
C -1.341 0.559 -1.737
N 1.076 -0.066 0.111
N 1.813 -1.024 -0.180
C 3.073 -0.668 -0.320
N 3.224 0.636 -0.122
N 2.187 1.185 0.140
H -1.111 2.390 0.820
H -2.092 1.309 1.911
H -0.237 1.492 1.988
H -2.045 -2.176 0.518
H -0.381 -2.245 0.211
H -0.784 -1.905 1.707
H -0.578 1.298 -2.118
H -1.234 -0.149 -2.603
H -2.402 0.838 -1.868
H 3.920 -1.406 -0.589

Results of the Mulliken charge analysis, in e, for atoms 1 through 6: -0.987 0.260 -1.143 -1.034 0.604 -0.662

***

8.
Density functional theory data (ωB97M-V/def2-TZVPD) for an isolated ion of composition C4H10N5O2 and charge +1 at a distorted geometry.

Properties
gap between HOMO and LUMO (alpha / beta)	6.11 / 6.83	eV
strongest force on any atom	7.9	eV/A
multiplicity	3
net charge	+1

Cartesian coordinates (Å):
C 1.895 -1.481 -0.179
C 0.681 -1.482 0.682
C 1.594 0.965 0.230
C -1.637 -0.544 -0.290
N -0.348 -0.472 0.149
N 2.392 -0.180 -0.210
N 2.133 2.167 -0.182
N -2.350 -1.674 -0.108
N -2.254 0.618 -0.594
O 2.587 -2.388 -0.588
O 0.198 0.734 -0.195
H 0.311 -2.419 0.778
H 0.921 -1.103 1.592
H 1.697 0.882 1.293
H 3.185 0.193 -0.713
H 2.189 2.234 -1.220
H 2.303 2.953 0.358
H -3.221 -1.984 -0.572
H -2.061 -2.507 0.345
H -1.724 1.471 -0.355
H -3.248 0.787 -0.498

Results of the Mulliken charge analysis, in e, for atoms 1 through 6: 0.560 -0.974 0.041 0.576 0.208 -0.256

***

9.
Density functional theory data (ωB97M-V/def2-TZVPD) for an isolated ion of composition C4H10N6S and charge +2 at a distorted geometry.

Properties
gap between HOMO and LUMO (alpha / beta)	7.34 / 7.34	eV
strongest force on any atom	4.3	eV/A
multiplicity	1
net charge	+2

Cartesian coordinates (Å):
C -2.204 1.271 -0.111
C 0.949 -0.598 -0.262
C -3.624 1.029 -0.367
C -2.064 -0.791 -0.894
N -0.094 0.265 -0.106
N -1.332 0.204 -0.459
N 1.318 -1.251 0.846
N 1.632 -0.568 -1.405
N -1.599 2.329 0.321
N 2.563 -1.729 1.144
S -3.721 -0.734 -0.913
H -4.284 1.466 0.444
H -3.860 1.613 -1.225
H -1.740 -1.746 -1.280
H 1.031 -0.158 -2.245
H 2.436 -1.249 -1.548
H -1.951 3.266 0.629
H -0.562 2.088 0.530
H 3.224 -1.039 1.532
H 3.034 -2.305 0.410
H 2.358 -2.379 1.903

Results of the Mulliken charge analysis, in e, for atoms 1 through 6: 0.140 0.319 -0.448 0.181 -1.269 0.981

***

10.
Density functional theory data (ωB97M-V/def2-TZVPD) for C4H10NO as an isolated structure at a distorted geometry.

Properties
gap between HOMO and LUMO	6.80	eV
strongest force on any atom	2.0	eV/A
multiplicity	1
net charge	-1

Cartesian coordinates (Å):
C 0.453 0.768 -1.422
O -0.048 0.210 -2.440
C 0.072 0.509 -0.033
C -0.659 -0.823 0.122
C -1.723 -0.689 1.233
N 0.586 1.228 1.047
H 2.894 0.127 -0.882
H 1.231 1.553 -1.459
H -0.559 1.303 -0.753
H -1.116 -1.087 -0.831
H 0.143 -1.548 0.302
H -1.210 -0.053 1.969
H -2.020 -1.637 1.688
H -2.566 -0.126 0.832
H 3.021 -0.551 -0.621
H 1.503 0.818 1.249

Results of the Mulliken charge analysis, in e, for atoms 1 through 6: -0.416 -0.724 0.467 -0.385 -1.207 -0.926

***

11.
Density functional theory data (ωB97M-V/def2-TZVPD) for an isolated ion of composition C4H10NO and charge -1 at a distorted geometry.

Properties
gap between HOMO and LUMO	6.72	eV
strongest force on any atom	2.0	eV/A
multiplicity	1
SMILES string	C[C@H](N)CC[O-]
net charge	-1

Cartesian coordinates (Å):
C 1.147 0.557 -0.904
C -0.187 0.675 -0.147
N -0.091 1.904 0.744
C -0.412 -0.546 0.736
C -0.900 -1.753 -0.165
O -0.081 -2.166 -1.128
H 1.142 -0.344 -1.523
H 1.306 1.463 -1.498
H 1.936 0.457 -0.155
H -0.992 0.832 -0.861
H 0.155 1.578 1.668
H 0.754 2.435 0.530
H 0.536 -0.805 1.217
H -1.215 -0.367 1.455
H -1.206 -2.521 0.610
H -1.892 -1.399 -0.579

Results of the Mulliken charge analysis, in e, for atoms 1 through 6: -1.428 0.570 -0.810 -0.909 -0.565 -0.853

***

12.
Density functional theory data (ωB97M-V/def2-TZVPD) for a 2-piece molecular cluster, C4H10NO overall at a distorted geometry.

Properties
gap between HOMO and LUMO	6.78	eV
strongest force on any atom	5.0	eV/A
multiplicity	1
net charge	-1

Cartesian coordinates (Å):
C -1.003 0.744 0.433
C -0.090 0.112 1.382
C 1.282 0.067 1.055
N -0.547 -0.323 2.643
H -1.338 1.731 0.783
H -1.887 0.098 0.171
H -0.419 0.807 -0.579
H 2.071 -0.201 1.757
H 1.509 0.384 0.022
H -1.454 -0.772 2.528
H 0.070 -0.958 3.148
C 0.377 -0.336 -2.688
O 0.595 0.710 -1.783
H -0.132 -0.052 -3.674
H 1.235 -0.932 -3.050
H -0.269 -1.079 -2.150

Results of the Mulliken charge analysis, in e, for atoms 1 through 6: -0.890 0.562 -0.963 -0.575 0.249 0.243

***

13.
Density functional theory data (ωB97M-V/def2-TZVPD) for an isolated ion of composition C4H10NO and charge -1 at a distorted geometry.

Properties
gap between HOMO and LUMO	6.85	eV
strongest force on any atom	2.8	eV/A
multiplicity	1
SMILES string	CN[C@@H](C)C[O-]
net charge	-1

Cartesian coordinates (Å):
C -1.567 0.490 0.726
N -0.267 0.065 1.316
C 0.741 -0.224 0.198
C 0.436 -1.588 -0.417
C 0.786 0.899 -0.819
O 0.673 2.143 -0.331
H -2.351 0.529 1.483
H -1.914 -0.137 -0.100
H -1.373 1.481 0.306
H 0.155 0.957 1.563
H 1.648 -0.278 0.811
H 1.388 -1.944 -0.818
H 0.065 -2.325 0.288
H -0.263 -1.486 -1.250
H 1.805 0.787 -1.305
H 0.037 0.631 -1.649

Results of the Mulliken charge analysis, in e, for atoms 1 through 6: -0.722 -0.656 0.381 -1.572 -0.603 -0.883

***

14.
Density functional theory data (ωB97M-V/def2-TZVPD) for a 2-piece molecular cluster, C4H10NO overall.

Properties
gap between HOMO and LUMO	5.10	eV
strongest force on any atom	0.9	eV/A
multiplicity	1
net charge	-1

Cartesian coordinates (Å):
C -0.337 -0.561 3.090
O -0.394 -0.565 4.436
H -0.775 -1.480 2.620
H -0.870 0.311 2.633
H 0.714 -0.512 2.679
C 0.110 -1.308 -0.322
C -0.264 -0.102 -0.720
N -0.337 0.349 -2.057
C 0.414 1.572 -2.312
H 0.508 -2.039 -1.019
H 0.153 -1.531 0.735
H -0.662 0.574 0.033
H -0.052 -0.404 -2.670
H 0.104 2.006 -3.265
H 0.188 2.280 -1.518
H 1.499 1.413 -2.343

Results of the Mulliken charge analysis, in e, for atoms 1 through 6: -0.305 -0.885 0.101 0.051 0.122 -0.883

***

What electronic energy values result from the calculations? In sequence: -377.24654, -377.27744, -377.28529, -377.15428, -376.45568, -452.61753, -666.87461, -582.20368, -884.39028, -288.28298, -288.38025, -288.33833, -288.36700, -288.32707 a.u..